1.
16
Properties=species:S:1:pos:R:3:lowdin_charge:R:1 method="wB97M-V/def2-TZVPD" e_tot_ha=-857.41089 charge=+1 homo_ev=-13.306 e_above_lowest_ev=1.845 largest_force_ev_per_a=5.08
C -1.12174 0.01303 -1.59217 -0.14
C 0.74704 -0.59691 1.06919 -0.81
C 0.39223 -0.26679 2.53902 -0.15
N -1.06156 0.11164 -2.95057 0.07
P 2.60451 -0.44940 0.49379 0.71
P 0.87984 0.53383 -0.37057 0.74
H -1.73020 0.79516 -1.10219 0.10
H -1.07343 -0.91888 -1.14853 0.05
H 0.60047 -1.67531 0.92642 0.06
H 0.84109 -0.97796 3.12472 0.04
H -0.70464 -0.19753 2.54457 0.07
H 0.63060 0.81973 2.89370 0.11
H -1.20829 -0.79699 -3.38291 0.13
H -1.18101 0.99013 -3.46225 0.14
H 2.70794 -1.59509 -0.34770 -0.11
H 1.10375 1.73215 0.51208 0.00

---

2.
71
Properties=species:S:1:pos:R:3:lowdin_charge:R:1 method="wB97M-V/def2-TZVPD" e_tot_ha=-2479.44185 charge=+2 homo_ev=-12.453 largest_force_ev_per_a=3.46
Y -0.51611 -0.00877 -0.63968 1.49
C 2.65908 1.26395 -0.97140 -0.26
P 1.54678 0.76398 -2.43084 0.98
C 1.72321 2.11894 -3.62140 -0.37
C 0.60098 2.68793 -4.22504 -0.12
C 0.73093 3.74408 -5.13654 -0.06
C 2.01160 4.26035 -5.38833 -0.07
C 3.11792 3.73388 -4.78918 -0.07
C 2.99538 2.62177 -3.97349 -0.08
C 2.73675 -0.45647 -3.07537 -0.38
C 4.13236 -0.43386 -2.87315 -0.09
C 4.86842 -1.54213 -3.22687 -0.07
C 4.29932 -2.63207 -3.85657 -0.05
C 2.89820 -2.66876 -3.96513 -0.08
C 2.12219 -1.57459 -3.64846 -0.14
C 1.87019 1.76675 0.22488 -0.39
C 2.24088 2.88524 0.99087 -0.04
C 1.35972 2.95637 2.09510 0.00
C 0.40615 1.87227 1.93131 -0.37
C -0.80777 1.60364 2.76202 -0.24
P -2.02597 0.48657 1.83609 1.00
C -3.59369 1.27482 2.31373 -0.41
C -4.26686 2.12212 1.42330 -0.10
C -5.49439 2.67224 1.78453 -0.08
C -6.05070 2.38451 3.00534 -0.07
C -5.37061 1.60105 3.93293 -0.02
C -4.11759 1.05000 3.57180 -0.08
C -2.11477 -1.03776 2.83311 -0.41
C -3.31082 -1.79124 2.83163 -0.09
C -3.35657 -3.02988 3.50521 -0.06
C -2.36880 -3.33368 4.44852 -0.04
C -1.17058 -2.56956 4.41419 -0.06
C -1.01846 -1.51813 3.54230 -0.13
N 0.71595 1.20162 0.77084 -0.17
H 3.34245 2.04731 -1.34353 0.10
H 3.22724 0.40541 -0.63195 0.08
H -0.38145 2.28380 -3.97056 0.09
H -0.19412 4.15017 -5.61764 0.13
H 2.13161 5.10629 -6.12532 0.14
H 4.13793 4.19368 -4.97580 0.14
H 3.89304 2.11212 -3.67370 0.09
H 4.66402 0.42871 -2.44833 0.11
H 5.96142 -1.56054 -3.11065 0.13
H 4.87282 -3.51768 -4.20342 0.13
H 2.36944 -3.58741 -4.31749 0.12
H 1.05988 -1.58146 -3.92050 0.10
H 3.03283 3.58668 0.76035 0.11
H 1.35566 3.69549 2.85585 0.10
H -1.32913 2.58030 2.81177 0.11
H -0.55653 1.27878 3.76559 0.10
H -3.78172 2.27378 0.42688 0.10
H -6.00633 3.35067 1.07894 0.13
H -7.03727 2.77856 3.21426 0.12
H -5.78408 1.46499 4.93503 0.12
H -3.57021 0.48627 4.27462 0.10
H -4.15717 -1.49457 2.24019 0.11
H -4.12613 -3.78480 3.32298 0.12
H -2.46362 -4.17362 5.09746 0.10
H -0.31376 -2.88672 5.00441 0.11
H -0.03198 -1.10695 3.41966 0.10
I -2.14453 -5.95712 -0.08199 0.96
C -0.73931 -4.38467 0.07964 -0.66
C 0.35126 -4.73139 0.91953 -0.10
C 1.30211 -3.75580 1.18290 -0.02
C 1.20791 -2.50328 0.61513 -0.08
N 0.11933 -2.15843 -0.14987 -0.13
C -0.78906 -3.09785 -0.51039 -0.17
H 0.43557 -5.76718 1.27408 0.11
H 2.06218 -4.01525 1.88831 0.12
H 1.89827 -1.69987 0.86387 0.12
H -1.47093 -2.93361 -1.34654 0.11

---

3.
13
Properties=species:S:1:pos:R:3:lowdin_charge:R:1 method="wB97M-V/def2-TZVPD" e_tot_ha=-282.55342 charge=0 homo_ev=-9.085 e_above_lowest_ev=6.009 largest_force_ev_per_a=2.60
C 0.56271 2.09390 -1.04610 -0.02
N -0.63531 0.14870 -0.99295 -0.19
N 0.40247 0.89249 -1.41692 -0.07
N -0.49672 -1.13289 -1.21691 0.00
H -1.43038 -1.54509 -1.22585 0.09
H -0.02021 2.53215 -0.23669 0.07
H 1.34376 2.67428 -1.51688 0.06
C -0.14616 -0.39366 1.60957 -0.10
C 0.25910 -1.56353 1.29077 -0.07
H 0.01888 -1.68310 -0.09606 0.07
H -0.08635 0.19035 2.51466 0.05
H -0.56140 0.17664 0.60684 0.05
H 0.78962 -2.39025 1.72655 0.05

---

4.
22
Properties=species:S:1:pos:R:3:lowdin_spin:R:1 method="wB97M-V/def2-TZVPD" e_tot_ha=-1761.05511 charge=+2 homo_ev="-16.597 / -16.595" s2=8.7535 e_above_lowest_ev=1.043 largest_force_ev_per_a=3.49 multiplicity=6
C 2.44124 -0.85264 -1.09851 0.00
C 2.54703 0.61334 -0.59298 0.00
C 1.53336 0.79531 0.55089 0.01
O 1.22060 1.94958 0.85786 0.04
O 1.07595 -0.26276 1.17862 0.01
C -0.35901 -0.27539 1.32573 0.01
C -1.10756 -0.79416 0.06792 0.00
O -2.44683 -0.99430 0.49965 0.00
C -3.35631 -0.40991 -0.34829 0.00
O -3.87372 -1.04962 -1.16712 0.00
O -3.66529 0.89170 -0.17999 0.00
H 3.12037 -1.07869 -1.93063 0.00
H 2.64952 -1.58774 -0.30601 0.00
H 1.40439 -1.01746 -1.43378 0.00
H 2.34441 1.35093 -1.38696 0.00
H 3.56550 0.82111 -0.21173 0.00
H -0.57878 -1.01491 2.11406 0.00
H -0.79477 0.69660 1.68845 0.01
H -1.01308 -0.12017 -0.80203 0.00
H -0.68968 -1.77089 -0.23682 0.00
H -3.93877 1.26219 -1.03361 0.00
Mn -0.07856 2.84789 2.44527 4.92